No. 1
C2H3F3OSi | ωB97M-V with the def2-TZVPD basis set

The geometry in XYZ format:
```
10
Properties=species:S:1:pos:R:3:forces:R:3
C 1.232002 -0.958563 -1.272208 -0.14 2.22 1.92
C 2.644214 -0.454297 -1.227729 -1.53 -0.35 -2.69
O 0.867240 -1.921793 -1.956805 -0.66 -1.33 -1.01
F 2.684529 0.800051 -1.781095 0.54 -0.34 0.90
F 3.381621 -1.241494 -2.027052 0.60 0.19 0.47
F 3.085523 -0.453921 -0.006619 1.23 0.59 1.04
Si 0.041661 -0.298997 0.129392 -0.61 -3.06 0.75
H -1.133629 0.423022 -0.360130 0.04 0.18 -0.24
H -0.401732 -1.771529 0.620979 0.17 1.78 -0.45
H 0.592579 0.332285 1.363595 0.35 0.12 -0.70
```
Positions in Å, forces in eV/Å.

The calculation puts the HOMO energy (alpha / beta) at -0.285 / -0.432 Ha. Its spin multiplicity is 3. The calculation puts the total energy at -742.19189 Eh. As for the frontier orbital gap (alpha / beta): 8.58 / 8.68 eV.

These are the Mulliken partial charges, in e, on atoms 1 to 8: C -0.09; C 0.93; O -0.32; F -0.23; F -0.25; F -0.20; Si 0.37; H -0.08

=====

No. 2
C22H22CrIN9OS5 | ωB97M-V with the def2-TZVPD basis set

The geometry in XYZ format:
```
61
Properties=species:S:1:pos:R:3:forces:R:3
Cr -0.573847 0.570126 -0.067752 -0.10 0.19 -0.34
N 2.055294 1.872274 3.194553 -0.05 -0.05 -0.02
C 1.160131 1.321542 2.337342 0.31 -0.05 0.20
S 1.521150 1.439942 0.642541 -0.11 -0.06 -0.08
N 0.115630 0.757785 2.877098 -0.19 -0.13 -0.41
N -0.753792 0.205185 1.920457 0.17 0.05 0.49
C -1.690079 -0.504863 2.439477 -0.03 0.02 -0.12
C -2.821251 -1.030294 1.698883 0.17 0.06 0.21
C -3.678771 -1.938556 2.331455 -0.04 -0.02 -0.07
C -4.824268 -2.385518 1.708105 0.04 0.05 -0.03
C -5.146720 -1.888946 0.444396 -0.02 -0.03 0.01
C -4.328323 -0.974868 -0.188924 0.02 -0.05 0.09
C -3.147342 -0.550516 0.423315 -0.02 0.10 -0.25
O -2.363229 0.307226 -0.242212 -0.12 -0.18 0.30
H 2.937503 2.203473 2.851246 -0.05 0.02 -0.02
H 1.964162 1.662759 4.174449 -0.01 0.01 0.01
H -1.650792 -0.664002 3.515243 -0.03 0.00 -0.03
H -3.426635 -2.284361 3.325991 0.00 -0.01 0.03
H -5.475599 -3.092996 2.199943 -0.01 -0.02 0.01
H -6.054276 -2.216314 -0.045278 -0.02 -0.01 0.00
H -4.574229 -0.574703 -1.162699 -0.01 0.02 -0.03
N -1.453386 3.230501 2.142626 -0.12 0.09 -0.03
C -1.418552 3.477177 0.821305 -0.03 -0.08 0.17
N -1.123748 2.592122 -0.101682 0.18 0.08 -0.10
C -1.148888 3.166716 -1.361436 0.00 -0.09 -0.11
C -1.477880 4.471582 -1.401821 -0.02 -0.02 0.04
S -1.783046 5.044338 0.196084 0.02 0.05 -0.06
C -0.816006 2.284108 -2.473551 -0.02 0.05 0.10
C -0.919134 2.548939 -3.789481 0.03 -0.04 0.04
S -0.413463 1.183062 -4.703265 -0.05 0.07 -0.07
C -0.126523 0.319146 -3.247129 0.10 -0.15 0.12
N -0.367273 1.004024 -2.146242 -0.08 0.06 -0.05
N 0.282461 -0.974856 -3.290399 0.01 0.02 0.00
H -0.999347 2.405711 2.511367 0.01 -0.03 0.06
H -1.602381 3.993569 2.778440 0.01 0.00 -0.01
H -1.552350 5.122045 -2.253643 -0.02 0.03 -0.05
H -1.271043 3.445382 -4.265900 -0.01 0.05 -0.03
H 0.589099 -1.310651 -4.190910 0.02 0.02 0.04
H 0.895914 -1.262987 -2.538042 0.00 0.03 0.02
I 2.123806 -2.018001 1.588229 0.01 0.13 0.04
C 0.443974 -2.534718 0.472787 -0.03 -0.10 -0.16
C 0.148424 -3.892431 0.482648 0.01 0.01 0.01
C -0.883935 -4.371725 -0.300647 0.00 0.01 0.00
C -1.576137 -3.477055 -1.095305 0.06 0.05 0.03
C -1.225149 -2.146170 -1.035751 -0.09 0.03 -0.10
N -0.247739 -1.644884 -0.254681 0.02 -0.02 0.17
H 0.737439 -4.555644 1.097649 0.00 -0.01 -0.01
H -1.126818 -5.425141 -0.296697 -0.01 -0.03 0.00
H -2.381454 -3.783749 -1.744905 -0.03 -0.03 -0.01
H -1.760782 -1.420809 -1.629240 0.04 -0.05 -0.02
S 3.048857 0.062796 -2.306745 0.20 0.09 0.13
C 4.412728 0.029180 -1.360424 -0.11 -0.20 -0.18
N 4.762977 0.920942 -0.439811 -0.06 0.08 0.08
C 6.104635 0.827712 0.115140 0.00 -0.01 0.02
C 6.492343 -0.643361 -0.013464 0.07 0.05 0.07
S 5.618763 -1.226963 -1.494597 0.00 -0.02 -0.01
H 4.145641 1.699673 -0.260062 0.01 -0.02 -0.04
H 6.100860 1.152388 1.155241 0.03 -0.01 -0.01
H 6.789693 1.466468 -0.449528 -0.01 -0.02 0.00
H 6.168826 -1.222973 0.850852 -0.03 0.01 -0.03
H 7.563861 -0.769817 -0.144643 0.00 0.00 0.01
```
Positions in Å, forces in eV/Å.

Its net charge is +1. The calculation puts the HOMO energy (alpha / beta) at -0.380 / -0.380 Ha. Its spin multiplicity is 2. The calculation puts the total energy at -4752.62863 Eh. Its energy above the lowest of the compared OMol25 structures with the same formula, charge and spin is 0.0 kJ/mol. As for the frontier orbital gap (alpha / beta): 7.09 / 7.59 eV.

These are the Mulliken partial charges, in e, on atoms 1 to 8: Cr -0.60; N -0.38; C 0.51; S -0.38; N -1.51; N 1.42; C -0.51; C 0.92

=====

No. 3
C29H45Cl18F6HgN9O6S2 | ωB97M-V with the def2-TZVPD basis set

The geometry in XYZ format:
```
116
Properties=species:S:1:pos:R:3:forces:R:3
Hg 0.511005 -2.019961 1.926477 0.12 0.38 0.13
C -1.621784 1.314828 -1.186109 2.04 0.60 0.05
F -1.281151 2.322520 -2.012465 -0.74 0.15 0.39
F -2.347392 1.737913 -0.179797 -0.66 0.69 0.73
F -2.315312 0.459303 -1.862158 -0.86 -1.33 -0.92
S -0.004722 0.670356 -0.588732 -0.85 -2.91 -0.04
O 0.581736 1.726640 0.170077 0.29 0.76 0.60
O -0.431484 -0.549381 0.190535 0.94 1.86 -1.21
O 0.692530 0.367843 -1.841082 -0.43 -0.19 0.73
C -2.137143 -5.173735 -0.882711 0.00 2.11 -0.30
F -3.393177 -5.328278 -1.252259 -0.81 -0.79 0.04
F -1.659919 -6.201872 -0.239488 0.05 -1.39 0.46
F -1.429016 -5.013563 -2.001681 0.52 -0.03 -0.61
S -2.005267 -3.682273 0.170376 -1.41 0.23 0.04
O -2.676294 -2.596868 -0.464486 -0.14 0.67 -1.40
O -2.702286 -4.058218 1.366393 -0.08 -0.76 1.08
O -0.575884 -3.577543 0.274773 1.55 0.22 0.04
C -3.233890 3.642854 2.251134 0.38 0.56 -0.36
C -2.243407 2.929624 3.015140 1.13 -1.03 1.30
N -1.494301 2.393782 3.721062 -0.84 0.57 -1.05
H -3.163565 3.521626 1.175312 -0.02 -0.14 0.03
H -3.156930 4.677597 2.492708 0.71 1.09 -0.12
H -4.206401 3.494191 2.631394 -1.26 -1.07 0.19
C -1.489122 -6.009424 3.044663 0.25 1.86 -0.58
C -0.596072 -4.836781 3.009448 1.47 0.50 -0.18
N 0.211247 -4.008071 2.909664 -1.66 -1.52 0.27
H -2.479353 -5.609202 2.926237 -0.47 0.02 -0.37
H -1.465556 -6.445817 3.994496 0.45 -1.02 1.32
H -1.225455 -6.642526 2.214275 0.00 -0.39 -0.06
C 4.155716 -2.203154 5.140748 -0.90 0.31 -1.33
C 2.714133 -2.266875 4.856410 0.40 0.51 1.18
N 1.571792 -2.323769 4.781947 -0.16 0.07 -0.34
H 4.561311 -1.187315 4.997801 -0.18 -0.59 -0.09
H 4.524994 -2.923812 4.437595 0.95 0.06 -0.45
H 4.378048 -2.573089 6.101899 -0.03 -0.20 1.34
C -2.815521 4.641858 -3.935943 0.06 -0.54 1.37
C -2.753083 4.857270 -2.457668 -0.30 0.59 -1.62
N -2.895677 5.154927 -1.363519 0.24 -0.12 0.90
H -2.816023 3.530763 -4.018252 -0.13 0.85 -0.65
H -1.956168 5.098973 -4.442807 -0.26 -0.28 0.20
H -3.749885 5.130269 -4.255287 0.35 -0.52 -0.13
C 2.051717 2.387611 3.230590 -0.20 -1.00 0.45
C 1.792547 0.987803 2.800524 0.38 2.95 0.73
N 1.640079 -0.084987 2.484992 -0.39 -2.08 -0.54
H 1.333413 2.633169 4.044441 0.33 -0.04 -0.76
H 1.990400 3.068029 2.373675 -0.12 -0.19 0.29
H 3.060288 2.374728 3.661789 -0.15 0.24 -0.19
C -4.180131 -3.260503 -3.639422 0.61 2.03 -0.48
C -4.484342 -2.536853 -4.912420 -0.58 -0.36 1.25
N -4.840262 -1.915320 -5.808710 0.21 -0.05 -0.19
H -3.104615 -3.357214 -3.599375 0.33 -0.20 0.18
H -4.615817 -4.220807 -3.607163 -0.62 -0.97 -0.05
H -4.472614 -2.646806 -2.760983 0.01 -0.38 -0.64
C 1.701724 -2.990464 -1.987418 0.05 0.44 0.59
C 2.078355 -2.740724 -0.568691 0.08 -0.91 -1.53
N 2.410514 -2.652571 0.526746 -0.13 0.32 0.28
H 1.639000 -2.002214 -2.452083 -0.46 -0.12 0.00
H 0.741187 -3.543911 -1.983591 0.59 0.40 -0.12
H 2.494873 -3.508360 -2.548829 -0.26 -0.10 0.57
C -4.023613 -1.010190 1.900615 0.62 0.09 1.04
C -2.662026 -1.236096 2.423116 -0.87 0.43 -0.83
N -1.564185 -1.236269 2.741380 0.22 -0.31 0.43
H -3.944928 -0.416993 1.011840 0.17 0.56 -0.39
H -4.577653 -0.490479 2.688696 -0.10 -0.08 -0.28
H -4.508040 -1.915714 1.597378 -0.10 -0.68 0.16
C 6.598396 -2.654096 0.079306 -1.17 -0.30 -0.95
C 5.768331 -2.712499 1.289076 -1.27 0.34 1.53
N 5.089469 -2.679578 2.239395 1.60 -0.19 -2.13
H 5.971315 -2.552751 -0.855818 0.45 -0.11 1.16
H 7.208415 -3.539288 -0.025081 0.09 -0.31 0.10
H 7.248534 -1.807457 0.113408 0.39 0.64 0.18
C 1.799753 2.589371 -3.647505 -0.28 -0.87 0.81
Cl 0.380934 3.640806 -3.798314 0.16 -0.01 -0.34
Cl 3.266057 3.536622 -3.766401 0.47 0.04 -0.09
H 1.764294 2.094710 -2.657084 -0.07 0.54 -0.69
H 1.772061 1.787350 -4.395679 0.02 0.56 0.00
C -0.699091 -0.341943 6.123531 -0.60 0.75 -1.07
Cl 0.581622 0.486025 7.003959 0.26 0.00 -0.01
Cl -2.032539 -0.781169 7.181357 -0.34 -0.06 0.22
H -1.079840 0.352862 5.337324 0.32 -0.55 0.72
H -0.336834 -1.251729 5.672958 0.35 -0.06 0.01
C -6.318009 0.738209 -2.050372 0.44 0.09 1.73
Cl -6.748581 2.059618 -0.920192 -0.21 -0.28 -0.13
Cl -6.906077 -0.861833 -1.527229 0.35 0.47 -0.07
H -6.722926 0.948591 -2.985868 -0.81 0.28 -1.35
H -5.243756 0.807742 -2.078697 0.29 -0.63 -0.09
C 5.503569 4.483911 0.267563 -1.76 0.29 0.07
Cl 6.795647 3.861009 -0.719845 0.38 -0.04 0.07
Cl 5.657372 4.274965 2.022336 0.34 -0.47 0.25
H 5.416007 5.579524 0.197825 0.03 -0.66 -0.62
H 4.563774 3.944127 -0.028413 0.95 0.79 0.22
C -0.096033 6.006110 0.565992 -0.62 1.75 0.00
Cl 0.052060 5.735882 2.279595 -0.42 -0.30 1.02
Cl 1.515204 6.468774 0.006921 0.00 0.11 -0.66
H -0.415513 5.105115 0.101407 -0.13 -0.60 -0.49
H -0.848962 6.839265 0.397293 1.15 -1.08 0.06
C -0.483968 -0.891882 -4.503280 -0.87 -0.37 -0.58
Cl -1.765509 -0.074551 -5.478650 0.53 0.05 0.14
Cl 1.106206 -0.929799 -5.281510 -0.09 0.20 0.01
H -0.416777 -0.343406 -3.563755 0.09 -0.49 -0.10
H -0.841950 -1.935181 -4.486797 0.37 0.63 0.58
C 7.292477 0.218340 3.420411 0.11 0.61 -0.88
Cl 8.578522 -0.929876 2.986872 -0.10 -0.01 0.31
Cl 7.529192 1.019669 5.005316 -0.13 -0.41 -0.75
H 7.297385 0.947765 2.590182 0.05 0.00 0.84
H 6.340673 -0.295653 3.377494 -0.01 -0.21 0.39
C -4.994615 1.225818 -6.796759 -0.71 -1.36 -0.56
Cl -5.425318 1.717811 -5.175152 0.45 0.38 0.48
Cl -5.447840 2.408488 -7.999959 -0.08 0.39 -0.30
H -3.966938 0.943811 -6.965511 0.39 0.37 0.56
H -5.570898 0.312360 -6.945615 0.03 0.22 -0.23
C 3.400169 0.530022 -0.778178 0.67 -1.73 -0.21
Cl 4.844243 0.562925 0.209464 0.63 0.39 0.26
Cl 3.781156 -0.181488 -2.415708 -0.39 0.42 1.06
H 2.729238 -0.067909 -0.185791 -0.34 -0.57 -0.51
H 2.972701 1.477971 -0.869057 -0.29 1.52 -0.48
```
Positions in Å, forces in eV/Å.

The calculation puts the HOMO energy at -0.381 Ha. The calculation puts the total energy at -11908.65344 Eh. As for the frontier orbital gap: 10.18 eV.

These are the Mulliken partial charges, in e, on atoms 1 to 8: Hg 3.95; C -0.43; F -0.01; F -0.02; F -0.02; S 0.35; O -0.56; O -0.20

=====

In order of appearance, maximum force = 3.21 0.52 3.06 eV Å⁻¹.